Run one
5 unconnected molecules or ions with the total composition CH12N2O4, computed with ωB97M-V/def2-TZVPD.

Values from the calculation:
HOMO energy: -9.07 eV
E_LUMO: 0.0027 Eh
SMILES: [H]/N=C/N.O.O.O.O
HOMO-LUMO gap: 9.1 eV

Structure (ORCA input):
```
! wB97M-V def2-TZVPD RIJCOSX def2/J DEFGRID3
* xyz 0 1
N -1.327 3.630 -2.457
H 1.068 -0.606 2.816
H 0.931 2.691 -0.628
H -0.756 1.132 -4.322
H 0.404 -4.243 0.685
H 1.003 -4.070 2.031
O -1.431 -4.260 3.873
N -0.710 1.601 -3.442
C -0.982 2.940 -3.471
H 2.555 -0.522 2.619
H -2.310 -4.132 3.534
O 1.798 0.017 2.866
H -0.906 4.552 -2.440
H -1.023 3.298 -4.500
H -0.755 1.138 -2.547
O 0.209 -3.856 1.541
O 1.578 2.738 0.090
H 1.559 1.970 0.659
H -0.903 -4.017 3.094
*
```


Run two
5 unconnected molecules or ions with the total composition CH12N2O4, computed with ωB97M-V/def2-TZVPD.

Values from the calculation:
HOMO energy: -9.38 eV
E_LUMO: 0.0299 Eh
SMILES: [H]/N=C/N.O.O.O.O
HOMO-LUMO gap: 10.2 eV

Structure (ORCA input):
```
! wB97M-V def2-TZVPD RIJCOSX def2/J DEFGRID3
* xyz 0 1
N -0.579 1.313 -1.145
H -0.466 2.202 -1.584
H 1.211 -0.008 1.141
O -3.082 0.999 0.322
H 4.346 0.053 -0.472
C 0.378 0.374 -1.261
H -1.444 1.008 -0.702
H -3.933 1.010 -0.130
O 3.416 -0.183 -0.388
H -2.103 -2.107 1.263
H -1.175 -1.549 0.113
H 3.258 -0.199 0.570
H 1.210 -1.204 -0.662
H 1.199 0.632 -1.919
N 0.341 -0.695 -0.551
O -2.095 -1.561 0.470
H -2.901 0.052 0.506
O 1.708 -0.076 1.972
H 1.099 0.157 2.676
*
```


Run three
5 unconnected molecules or ions with the total composition CH12N2O4, computed with ωB97M-V/def2-TZVPD.

Values from the calculation:
HOMO energy: -9.41 eV
E_LUMO: 0.0172 Eh
SMILES: [H]/N=C/N.O.O.O.O
HOMO-LUMO gap: 9.9 eV

Structure (ORCA input):
```
! wB97M-V def2-TZVPD RIJCOSX def2/J DEFGRID3
* xyz 0 1
H 0.115 -1.850 -0.742
H -0.731 1.550 0.209
H -2.301 -0.668 -0.197
H 2.799 -0.975 0.016
O -0.758 -0.066 1.617
H -0.113 -0.787 1.714
H -3.734 -1.084 -0.126
C 1.779 -1.192 0.329
H -1.197 0.099 2.449
H 0.227 1.766 -1.511
H -0.799 3.013 -0.152
O -2.988 -1.126 -0.719
O 1.032 1.530 -1.989
H 1.466 2.376 -2.107
H 2.490 -1.565 1.989
H 0.902 -0.426 -1.264
N 1.588 -1.652 1.523
N 0.750 -1.116 -0.553
O -0.526 2.175 -0.485
*
```


Energies relative to the minimum, kJ/mol: run one 148.5; run two 0.0; run three 113.3


Run one
A gas-phase ion, C7H13N2O3 (charge +1), computed with ωB97M-V/def2-TZVPD.

Values from the calculation:
HOMO energy: -14.39 eV
E_LUMO: -0.1913 Eh
HOMO-LUMO gap: 9.2 eV

Structure (ORCA input):
```
! wB97M-V def2-TZVPD RIJCOSX def2/J DEFGRID3
* xyz 1 1
H 0.447 -0.311 -1.249
C 0.446 3.146 -4.191
H -1.336 -0.628 2.750
H -0.985 -2.299 2.260
C -0.413 1.563 -0.525
H 1.810 -1.021 3.334
H 1.359 -1.377 -0.199
H -0.222 2.907 -5.004
H 1.381 3.263 -4.691
H 1.343 -2.514 2.565
H 0.215 3.981 -3.517
O 0.457 -1.437 0.075
C -1.090 -1.261 1.913
H -1.530 0.703 0.891
C 0.186 1.789 -2.256
H 2.378 -1.317 1.570
N -0.324 2.674 -1.301
C -0.603 1.245 0.884
H -0.736 2.164 1.435
C 0.378 -0.875 1.356
O 0.546 1.945 -3.449
H -1.899 -1.343 1.146
C 1.496 -1.455 2.281
O 0.526 0.511 1.303
N 0.117 0.686 -1.457
*
```


Run two
A molecular structure, C7H13N2O3, computed with ωB97M-V/def2-TZVPD.

Values from the calculation:
HOMO energy (spin up / spin down): -14.39 / -14.42 eV
E_LUMO (spin up / spin down): -0.2441 / -0.2169 Eh
HOMO-LUMO gap (spin up / spin down): 7.8 / 8.5 eV

Structure (ORCA input):
```
! wB97M-V def2-TZVPD RIJCOSX def2/J DEFGRID3
* xyz 1 1
C -1.024 1.448 1.062
H 2.009 -2.731 -1.458
O 2.165 -2.048 1.585
H -0.976 -0.526 -2.573
C -0.242 -0.434 -0.541
H 0.939 2.355 -0.444
O 0.338 -0.258 2.820
H -1.427 1.964 0.192
N 0.947 -1.254 -0.630
H -1.826 0.982 1.582
C 1.191 1.534 0.162
N 0.677 -0.199 1.650
O 1.034 -2.403 -1.305
H 1.567 2.098 0.983
C 1.374 -1.268 1.254
C -0.401 0.252 -1.922
H 0.586 0.695 -2.148
H -2.429 -0.452 0.179
H -0.491 2.026 1.825
C -1.575 -1.146 -0.207
H -1.483 -1.850 0.586
C 0.077 0.595 0.539
H -0.981 1.057 -1.566
H 2.040 1.231 -0.438
H -2.091 -1.669 -1.184
*
```


Energies relative to the minimum, kJ/mol: run one 0.0; run two 390.9


Run one
2 unconnected molecules or ions with the total composition C2H5Br, computed with ωB97M-V/def2-TZVPD.

Values from the calculation:
HOMO energy: -9.99 eV
E_LUMO: 0.0282 Eh
SMILES: C=C.Br
HOMO-LUMO gap: 10.8 eV

Structure (ORCA input):
```
! wB97M-V def2-TZVPD RIJCOSX def2/J DEFGRID3
* xyz 0 1
H -2.707 1.239 -0.111
Br -3.168 -0.134 -0.175
H 1.180 -0.412 -1.453
H -0.463 -0.625 0.373
C 1.459 -0.083 -0.455
H 2.533 0.067 -0.257
H 0.682 0.028 1.580
C 0.484 -0.080 0.498
*
```


Run two
2 unconnected molecules or ions with the total composition C2H5Br, computed with ωB97M-V/def2-TZVPD.

Values from the calculation:
HOMO energy: -10.08 eV
E_LUMO: 0.0221 Eh
SMILES: C=C.Br
HOMO-LUMO gap: 10.7 eV

Structure (ORCA input):
```
! wB97M-V def2-TZVPD RIJCOSX def2/J DEFGRID3
* xyz 0 1
H -1.626 0.600 -2.599
C 0.850 -0.247 1.436
C 0.700 -0.315 0.133
H 0.294 0.551 -0.454
H 1.505 -0.960 2.095
Br -2.972 1.077 -2.198
H 0.869 -1.223 -0.518
H 0.380 0.516 2.105
*
```


Energies relative to the minimum, kJ/mol: run one 0.0; run two 17.7


Run one
H2NO4P in the gas phase, computed with ωB97M-V/def2-TZVPD.

Values from the calculation:
HOMO energy: -10.22 eV
E_LUMO: -0.0009 Eh
SMILES: O=PON(O)O
HOMO-LUMO gap: 10.2 eV

Structure (ORCA input):
```
! wB97M-V def2-TZVPD RIJCOSX def2/J DEFGRID3
* xyz 0 1
O -2.176 0.133 2.333
O -0.398 -0.291 0.651
O 0.038 0.233 -1.656
H 1.927 -0.135 0.714
N 0.458 -0.462 -0.495
P -1.796 0.460 0.981
H 0.379 -0.307 -2.389
O 1.567 0.370 -0.139
*
```


Run two
H2NO4P in the gas phase, computed with ωB97M-V/def2-TZVPD.

Values from the calculation:
HOMO energy: -10.25 eV
E_LUMO: -0.0307 Eh
HOMO-LUMO gap: 9.4 eV

Structure (ORCA input):
```
! wB97M-V def2-TZVPD RIJCOSX def2/J DEFGRID3
* xyz 0 1
P -0.369 0.851 -0.012
O 0.948 1.216 0.722
H -0.241 -0.370 -1.745
O 0.292 0.278 -1.407
N -0.604 -0.805 0.703
H 1.694 1.391 0.123
O -1.818 -1.196 0.120
O 0.097 -1.365 1.495
*
```


Run three
H2NO4P in the gas phase, computed with ωB97M-V/def2-TZVPD.

Values from the calculation:
HOMO energy: -10.21 eV
E_LUMO: -0.0560 Eh
SMILES: O=NP(=O)(O)O
HOMO-LUMO gap: 8.7 eV

Structure (ORCA input):
```
! wB97M-V def2-TZVPD RIJCOSX def2/J DEFGRID3
* xyz 0 1
O 1.292 0.014 1.906
O -2.022 0.690 0.168
O 0.083 -1.769 0.497
N -0.999 0.871 0.799
H 0.513 1.501 -0.514
O 0.619 0.566 -0.510
H -0.598 -1.894 -0.255
P 0.238 -0.220 0.893
*
```


Energies relative to the minimum, kJ/mol: run one 253.1; run two 120.9; run three 0.0


Run one
C5H10S2 in the gas phase, computed with ωB97M-V/def2-TZVPD.

Values from the calculation:
HOMO energy: -8.51 eV
E_LUMO: -0.0139 Eh
SMILES: CSC(=S)C(C)C
HOMO-LUMO gap: 8.1 eV

Structure (ORCA input):
```
! wB97M-V def2-TZVPD RIJCOSX def2/J DEFGRID3
* xyz 0 1
C 1.523 -0.216 -1.455
H -2.051 -1.184 0.449
H 1.989 0.703 1.355
H -0.227 -0.876 -0.238
H 1.060 0.274 -2.357
H 1.991 -1.161 0.917
H 1.736 -1.248 -1.550
C -0.257 1.194 -0.212
C 1.376 -0.226 1.159
H 2.521 0.321 -1.253
S 0.349 2.674 0.131
S -1.981 1.043 -0.664
C -2.718 -0.254 0.423
C 0.559 -0.067 -0.222
H -2.838 0.131 1.467
H 0.652 -0.514 1.981
H -3.683 -0.595 0.068
*
```


Run two
C5H10S2 in the gas phase, computed with ωB97M-V/def2-TZVPD.

Values from the calculation:
HOMO energy: -8.02 eV
E_LUMO: -0.0074 Eh
SMILES: CSC(C)(C)C=S
HOMO-LUMO gap: 7.8 eV

Structure (ORCA input):
```
! wB97M-V def2-TZVPD RIJCOSX def2/J DEFGRID3
* xyz 0 1
C -0.024 0.699 -1.323
H -1.265 1.869 1.192
C 0.018 0.430 0.244
H -0.043 1.737 -1.270
S 2.941 0.281 -0.001
S -1.239 -0.659 0.726
C -0.975 -2.200 -0.339
H 0.259 1.550 2.083
H 0.012 -2.501 -0.250
C -0.218 1.692 1.057
H -1.538 -3.001 0.186
H -0.830 0.177 -1.847
C 1.681 -0.296 0.740
H 0.853 0.463 -1.886
H -1.380 -1.975 -1.441
H 1.574 -0.885 1.581
H 0.173 2.617 0.548
*
```


Energies relative to the minimum, kJ/mol: run one 0.0; run two 146.9


Run one
C3H5O2P in the gas phase, computed with ωB97M-V/def2-TZVPD.

Values from the calculation:
HOMO energy: -9.48 eV
E_LUMO: 0.0193 Eh
SMILES: O=C(P)[C@@H]1CO1
HOMO-LUMO gap: 10.0 eV

Structure (ORCA input):
```
! wB97M-V def2-TZVPD RIJCOSX def2/J DEFGRID3
* xyz 0 1
C 0.767 -0.700 -0.870
O 0.702 -0.314 -1.976
P -0.117 -2.236 -0.242
H -0.184 1.540 0.472
C 0.787 1.312 0.765
H 2.186 -0.335 0.711
O 1.781 1.464 -0.187
C 1.499 0.189 0.131
H 0.844 -3.060 0.458
H 1.174 1.595 1.804
H -0.453 -1.654 1.018
*
```


Run two
A molecular structure, C3H5O2P, computed with ωB97M-V/def2-TZVPD.

Values from the calculation:
HOMO energy: -9.53 eV
E_LUMO: -0.0044 Eh
HOMO-LUMO gap: 9.4 eV

Structure (ORCA input):
```
! wB97M-V def2-TZVPD RIJCOSX def2/J DEFGRID3
* xyz 0 1
H 1.580 0.034 -1.679
O 3.581 -1.040 0.572
C 1.890 0.523 -0.779
H -0.663 -0.462 -0.521
H -0.822 0.062 1.049
H -0.061 -1.443 0.840
C 1.109 0.340 0.267
O 3.116 0.978 -0.712
C -0.221 -0.501 0.395
H 1.500 0.855 1.453
P 4.211 0.237 0.102
*
```


Energies relative to the minimum, kJ/mol: run one 147.3; run two 0.0


Run one
C3H7BO3 in the gas phase, computed with ωB97M-V/def2-TZVPD.

Values from the calculation:
HOMO energy: -9.34 eV
E_LUMO: 0.0105 Eh
SMILES: OB(O)C1COC1
HOMO-LUMO gap: 9.6 eV

Structure (ORCA input):
```
! wB97M-V def2-TZVPD RIJCOSX def2/J DEFGRID3
* xyz 0 1
C -0.415 -0.414 0.033
B -0.607 1.123 -0.160
C 0.589 -0.987 1.063
H -0.112 2.655 -1.314
H -0.150 -2.341 -1.156
H 0.879 -0.747 -1.755
H 0.267 -1.854 1.801
O 0.044 1.782 -1.183
H -1.538 -0.783 0.224
O 1.382 -1.571 0.060
H -0.801 2.737 0.910
C 0.434 -1.314 -0.982
H 1.227 -0.199 1.632
O -1.199 1.912 0.825
*
```


Run two
C3H7BO3 in the gas phase, computed with ωB97M-V/def2-TZVPD.

Values from the calculation:
HOMO energy: -8.74 eV
E_LUMO: 0.0148 Eh
SMILES: CO/C=C/B(O)O
HOMO-LUMO gap: 9.1 eV

Structure (ORCA input):
```
! wB97M-V def2-TZVPD RIJCOSX def2/J DEFGRID3
* xyz 0 1
O -1.300 -0.209 1.383
H -2.038 0.510 3.175
O 0.868 -1.309 -2.853
B 0.913 -0.600 -1.703
H 2.220 0.731 -2.367
H -0.403 0.543 3.122
C -0.203 -0.772 -0.582
C -0.305 0.023 0.479
O 1.825 0.387 -1.620
C -1.328 0.684 2.469
H 1.621 -1.189 -3.473
H -1.137 1.695 2.160
H -1.014 -1.497 -0.746
H 0.281 1.003 0.556
*
```


Energies relative to the minimum, kJ/mol: run one 69.3; run two 0.0


Run one
3 unconnected molecules or ions with the total composition C2H11NO2S, computed with ωB97M-V/def2-TZVPD.

Values from the calculation:
HOMO energy: -8.96 eV
E_LUMO: 0.0312 Eh
SMILES: NCCS.O.O
HOMO-LUMO gap: 9.8 eV

Structure (ORCA input):
```
! wB97M-V def2-TZVPD RIJCOSX def2/J DEFGRID3
* xyz 0 1
H 2.010 -3.744 -1.318
O 2.660 4.647 3.723
H -0.986 -0.441 0.520
H -0.870 -2.784 -1.304
N -1.158 -2.197 -0.552
H 1.665 -2.358 -0.674
H -0.495 1.873 -0.022
C -0.920 -0.825 -0.571
C -1.657 0.214 -1.317
H -2.013 -2.603 -0.138
H -2.704 0.361 -0.927
H 0.068 -0.766 -1.000
O 1.994 -2.772 -1.477
S -0.893 1.907 -1.201
H -1.802 -0.150 -2.335
H 3.243 4.545 4.501
H 1.858 5.092 4.092
*
```


Run two
3 unconnected molecules or ions with the total composition C2H11NO2S, computed with ωB97M-V/def2-TZVPD.

Values from the calculation:
HOMO energy: -9.38 eV
E_LUMO: 0.0181 Eh
SMILES: NCCS.O.O
HOMO-LUMO gap: 9.9 eV

Structure (ORCA input):
```
! wB97M-V def2-TZVPD RIJCOSX def2/J DEFGRID3
* xyz 0 1
S -1.719 -2.007 -0.236
H 1.858 2.245 -0.516
N -0.681 1.547 1.157
O 2.031 3.152 -0.236
H 1.817 3.695 -1.004
H 0.278 1.851 0.997
H -1.793 -0.127 1.612
C -0.535 -0.647 0.011
H -0.928 2.000 2.024
H -0.506 0.009 -0.852
H -0.062 -0.288 2.076
H -1.177 -2.932 0.565
H 0.434 -1.137 0.054
H 0.770 -1.855 -2.756
H 0.069 -2.896 -1.901
C -0.770 0.100 1.347
O 0.913 -2.709 -2.342
*
```


Energies relative to the minimum, kJ/mol: run one 69.1; run two 0.0


Run one
2 unconnected molecules or ions with the total composition C10H15N, computed with ωB97M-V/def2-TZVPD.

Values from the calculation:
HOMO energy: -9.05 eV
E_LUMO: 0.0303 Eh
SMILES: c1ccncc1.C1CCCC1
HOMO-LUMO gap: 9.9 eV

Structure (ORCA input):
```
! wB97M-V def2-TZVPD RIJCOSX def2/J DEFGRID3
* xyz 0 1
C 2.184 0.286 1.255
C -1.959 -0.466 -1.115
C 1.469 1.088 2.133
H -0.036 -2.224 1.181
H -1.570 0.541 -3.078
H -1.374 -0.955 -3.255
H -3.175 -0.541 -1.084
C 0.117 0.738 -0.762
H 2.020 -1.581 0.020
H 0.979 -0.242 -2.745
C 0.382 0.539 2.794
C 0.424 -1.268 1.464
C 0.220 -0.313 -1.933
C -1.230 -0.290 -2.477
N -0.185 -0.615 2.464
H -1.863 1.677 -0.397
H -0.090 1.048 3.682
H -1.595 -1.329 -0.447
H -1.513 0.542 0.804
C 1.643 -0.924 0.843
H 1.801 2.028 2.518
H 0.329 1.709 -1.024
H 0.344 -1.322 -1.461
H 3.106 0.858 0.891
C -1.286 0.729 -0.214
H 0.858 0.288 -0.057
*
```


Run two
A molecular structure, C10H15N, computed with ωB97M-V/def2-TZVPD.

Values from the calculation:
HOMO energy: -8.20 eV
E_LUMO: 0.0315 Eh
HOMO-LUMO gap: 9.1 eV

Structure (ORCA input):
```
! wB97M-V def2-TZVPD RIJCOSX def2/J DEFGRID3
* xyz 0 1
H -2.832 -2.219 -1.372
H 2.038 1.189 -2.887
C 0.353 -0.090 -0.702
H 0.572 1.883 -0.810
H -1.451 -1.636 -3.261
C -1.001 -1.226 -2.329
H -2.575 -1.230 0.691
H 0.805 -0.379 -2.870
C 1.424 0.897 -0.729
N -0.300 0.322 1.569
H -1.039 2.251 1.629
C 2.559 0.944 -1.832
C -2.037 -1.451 -1.328
H -0.596 -1.394 3.022
C 0.127 -0.532 -1.888
H -2.468 1.113 2.345
H 0.846 -0.347 3.319
H 2.005 1.040 0.531
C -1.286 1.289 2.251
H 3.640 -0.070 -1.852
H 0.798 -1.622 1.867
C -0.547 -0.454 0.287
C -1.697 -1.052 -0.047
C 0.307 -0.711 2.387
H 3.097 1.899 -1.138
H -0.743 1.583 3.146
*
```


Energies relative to the minimum, kJ/mol: run one 0.0; run two 510.4


Run one
A gas-phase ion, C9H13N4 (charge +1), computed with ωB97M-V/def2-TZVPD.

Values from the calculation:
HOMO energy: -12.48 eV
E_LUMO: -0.1671 Eh
SMILES: C=N/N=C/NC1=C(C)C[C@H](C)[N+]#C1
HOMO-LUMO gap: 7.9 eV

Structure (ORCA input):
```
! wB97M-V def2-TZVPD RIJCOSX def2/J DEFGRID3
* xyz 1 1
H 0.371 2.415 -2.395
H -2.025 -2.607 2.680
C 1.499 1.023 -0.316
H -1.013 1.744 -1.398
C 0.780 0.553 0.918
H -1.473 -4.098 -1.418
H 1.396 2.064 -0.442
H 2.434 0.615 -0.358
C 0.897 0.553 -1.660
C -1.503 -2.137 1.735
C -2.397 -4.158 -0.951
H -0.048 1.895 2.341
H 0.049 -1.129 2.767
N -1.637 -2.590 0.532
H 0.977 0.856 2.988
C 0.857 1.384 2.103
H 1.511 2.148 2.139
N 0.141 -0.759 -1.539
C -0.206 -1.060 -0.430
C 0.015 -0.561 0.868
N -2.537 -3.383 0.036
H -3.371 -4.716 -1.285
H 1.423 0.325 -2.535
N -0.596 -1.162 1.996
H -0.708 1.428 -2.952
C -0.183 1.596 -2.109
*
```


Run two
A gas-phase ion, C9H13N4 (charge +1), computed with ωB97M-V/def2-TZVPD.

Values from the calculation:
HOMO energy: -11.55 eV
E_LUMO: -0.1282 Eh
SMILES: C/[NH+]=C/NC/N=C\c1ccc2n1C2
HOMO-LUMO gap: 8.1 eV

Structure (ORCA input):
```
! wB97M-V def2-TZVPD RIJCOSX def2/J DEFGRID3
* xyz 1 1
H -0.622 0.807 -0.059
C -1.329 -1.163 -1.239
N 1.876 1.487 2.022
H -1.736 -2.324 1.391
H -2.353 -0.841 -1.048
H 1.250 -0.645 3.246
H 2.988 2.900 3.000
H -2.200 -1.992 -3.941
C -1.107 -1.412 1.101
C 3.018 2.371 2.140
H -0.044 -1.730 -2.685
C 0.872 2.521 0.290
C -1.838 -1.098 -3.648
H -1.116 -0.758 -4.403
C 0.620 -0.522 2.414
C 1.880 2.606 1.245
N -0.148 -1.485 2.154
H -2.636 -0.449 -3.504
N -0.957 -1.242 -2.492
H -1.539 -0.387 1.095
H 0.446 3.315 -0.297
C 0.910 0.617 1.591
N -0.611 -1.634 -0.216
H 0.224 -2.104 -0.436
H 3.911 1.839 1.703
C 0.243 1.321 0.576
*
```


Energies relative to the minimum, kJ/mol: run one 64.0; run two 0.0